This record from the OMol25 dataset describes 4 unconnected molecules or ions with the total composition C4H13NO2 at a distorted geometry. The level of theory is ωB97M-V/def2-TZVPD.

Output
Spin multiplicity   1
E_HOMO   -0.2727 Eh

```
20
Properties=species:S:1:pos:R:3:forces:R:3
C 1.72879 -0.52635 -1.69239 1.19 -0.76 1.19
C 2.40299 -0.51380 -0.47425 -0.03 -0.22 1.03
C 2.72651 0.48628 0.42363 -0.02 0.77 -0.40
N -1.79993 1.49442 0.87889 0.90 0.97 -0.39
C -0.68101 1.21691 0.07071 0.77 -0.18 -1.11
O -0.87061 -1.77317 0.62234 0.38 0.54 -0.15
H -0.24704 2.03025 -0.56991 -0.70 0.10 0.78
H 1.44390 -1.53712 -1.97152 -0.31 0.39 -0.48
H 1.75520 0.28233 -2.40709 -0.53 0.21 0.17
H 2.68490 -1.45723 0.03425 -0.65 0.06 -0.99
H -2.56230 0.76255 0.85994 0.09 -0.19 -0.21
H 2.47916 1.54487 0.42458 -0.21 -0.18 -0.59
H 3.36593 0.22259 1.26032 -0.29 -0.19 0.07
H -2.01410 2.47367 0.77010 -0.74 -0.14 0.38
H -0.93016 0.43345 -0.65840 0.23 -0.55 0.06
H 0.22009 0.81761 0.58592 -0.06 -0.27 0.52
H -0.84885 -2.67847 0.31044 -0.41 -0.03 -0.03
H -3.86816 -1.21061 0.73822 -0.04 -0.13 0.16
H -1.84386 -1.33103 0.45686 -0.01 -0.81 0.27
O -3.14146 -0.73713 0.33738 0.45 0.60 -0.30
```
Positions in Å, forces in eV/Å.